{"formula": "C20H18FGaNO3", "method": "wB97M-V/def2-TZVPD", "charge": 1, "max_force_ev_per_a": 0.5, "symbols": ["Ga", "O", "C", "C", "O", "O", "C", "C", "C", "C", "C", "C", "C", "C", "C", "C", "C", "C", "H", "H", "H", "H", "H", "H", "H", "H", "H", "H", "H", "C", "C", "C", "C", "N", "C", "C", "H", "H", "H", "H", "H", "H", "H", "F"], "positions_angstrom": [[-0.981379, -0.898920, -0.549275], [0.902340, -0.949278, 0.047334], [1.558243, 0.380357, 0.051831], [0.389941, 1.391245, -0.030328], [0.520897, 2.536174, 0.271891], [-0.756073, 0.893099, -0.522924], [2.421043, 0.477055, -1.197033], [2.400191, 1.598487, -2.019743], [3.205916, 1.651246, -3.148294], [4.035530, 0.588455, -3.466725], [4.065715, -0.528765, -2.644936], [3.267289, -0.583748, -1.515422], [2.306693, 0.543964, 1.359925], [1.647940, 0.247136, 2.552702], [2.299003, 0.384373, 3.765891], [3.613735, 0.829400, 3.795763], [4.266441, 1.138960, 2.613815], [3.618170, 0.995077, 1.394945], [1.518802, -1.633734, 0.337626], [1.774371, 2.446716, -1.777313], [3.181163, 2.531374, -3.776795], [4.659898, 0.631695, -4.348916], [4.718709, -1.358643, -2.880308], [3.326110, -1.461460, -0.880901], [0.613202, -0.077487, 2.538512], [1.781082, 0.151751, 4.686722], [4.124177, 0.941453, 4.742869], [5.288142, 1.493615, 2.636139], [4.131768, 1.242565, 0.475399], [-7.218497, -0.946513, -0.044552], [-5.726996, -0.933731, -0.063774], [-5.013904, -0.085431, -0.910603], [-3.639674, -0.117743, -0.918634], [-2.944685, -0.957332, -0.129584], [-3.610123, -1.774737, 0.699999], [-4.982731, -1.781369, 0.760688], [-7.631558, -0.248978, -0.768601], [-7.595320, -0.685342, 0.945587], [-7.580534, -1.950779, -0.269657], [-5.533595, 0.602616, -1.562905], [-3.064641, 0.544919, -1.553709], [-3.019147, -2.439412, 1.315141], [-5.483101, -2.450811, 1.447192], [-0.854554, -2.377499, -1.459057]], "forces_ev_per_a": [[-0.2, -0.3, -0.1], [-0.2, 0.2, 0.4], [0.1, 0.4, 0.1], [0.0, 0.0, -0.2], [0.0, -0.1, 0.0], [0.0, 0.0, 0.0], [0.0, 0.0, -0.1], [0.0, 0.0, 0.1], [0.0, 0.0, 0.0], [0.0, 0.1, 0.0], [0.0, -0.1, 0.0], [0.0, 0.0, 0.0], [0.0, -0.2, 0.0], [0.0, 0.0, 0.0], [0.0, 0.0, 0.0], [0.0, 0.0, 0.0], [0.0, 0.0, 0.0], [0.0, 0.0, -0.1], [-0.1, -0.2, 0.0], [0.0, 0.0, 0.0], [0.0, 0.0, 0.0], [0.0, 0.0, 0.0], [0.0, 0.0, 0.0], [0.0, 0.0, 0.0], [0.0, 0.0, 0.0], [0.0, 0.0, 0.0], [0.0, 0.0, 0.0], [0.0, 0.0, 0.0], [0.0, 0.0, 0.0], [-0.1, 0.0, 0.0], [0.2, 0.1, 0.0], [-0.1, 0.0, 0.0], [-0.1, 0.1, 0.1], [0.5, 0.2, -0.1], [0.0, -0.2, 0.0], [-0.1, 0.0, 0.0], [0.0, 0.0, 0.0], [0.0, 0.0, 0.0], [0.0, 0.0, 0.0], [0.0, 0.0, 0.0], [0.0, 0.0, 0.0], [0.0, 0.0, 0.0], [0.0, 0.0, 0.0], [0.0, 0.0, -0.1]]}

{"formula": "C5H22N2O5", "method": "wB97M-V/def2-TZVPD", "charge": 0, "max_force_ev_per_a": 2.2, "smiles": "CCCC/N=C\\N.O.O.O.O.O", "symbols": ["C", "C", "C", "C", "N", "C", "N", "H", "H", "H", "H", "H", "H", "H", "H", "H", "H", "H", "H", "O", "H", "H", "O", "H", "H", "O", "H", "H", "O", "H", "H", "O", "H", "H"], "positions_angstrom": [[0.032558, -3.663456, -0.765613], [1.180398, -2.680622, -0.359097], [0.568366, -1.303516, 0.079752], [0.455132, -0.367075, -1.177525], [0.291394, 1.037229, -0.963060], [0.842491, 1.859232, -0.160359], [1.506152, 1.560011, 1.013697], [-0.241656, -3.481030, -1.781379], [0.351591, -4.722308, -0.567010], [-0.838785, -3.556758, -0.110763], [1.810110, -3.113709, 0.427425], [1.855902, -2.620256, -1.246600], [1.261702, -0.853996, 0.757624], [-0.390698, -1.492581, 0.597454], [-0.493269, -0.606852, -1.765122], [1.309791, -0.638326, -1.837359], [0.534063, 2.894554, -0.249362], [2.053880, 0.730331, 1.055071], [1.904736, 2.339469, 1.536533], [-3.183939, -0.859570, 2.479688], [-2.556570, -0.127718, 2.389938], [-3.123092, -1.441584, 3.236420], [-1.193530, 1.121050, 2.365629], [-0.955433, 1.752208, 3.034503], [-0.559651, 1.022232, 1.662504], [-0.609222, 2.868745, -3.108115], [-0.212567, 2.208283, -2.515288], [-1.548083, 2.676618, -3.120312], [3.916100, 0.210967, 0.895835], [4.197177, 0.875294, 0.264922], [4.647849, -0.369863, 1.138973], [-3.220235, 0.042427, -1.086024], [-3.369250, -0.560153, -0.355251], [-2.352951, 0.474572, -1.086794]], "forces_ev_per_a": [[1.1, -0.8, 1.7], [-0.9, -0.3, -0.4], [0.5, -0.7, -1.5], [-1.4, -1.4, 0.2], [0.7, 1.5, -1.0], [-1.1, -1.2, 0.8], [0.1, 1.3, 0.0], [-0.3, -0.2, -0.7], [-0.2, 0.8, -0.8], [0.0, 0.3, -0.2], [-0.4, 0.1, 0.1], [-0.4, 0.4, 0.6], [0.2, 0.1, 0.6], [0.4, 0.3, -0.3], [1.3, -0.3, 0.6], [-0.4, 0.7, 0.3], [0.2, 0.3, -0.1], [0.4, -0.4, 0.1], [-0.2, -0.4, -0.4], [-1.0, -0.3, -1.2], [0.4, -0.3, 1.0], [0.7, 0.5, 0.2], [-1.4, -0.8, 0.1], [0.6, 0.3, -0.1], [0.8, 0.4, 0.0], [0.3, 0.2, -0.1], [-0.2, -0.2, 0.1], [-0.1, -0.1, 0.0], [-0.2, -0.4, 0.4], [0.4, -0.1, -0.1], [0.0, 0.4, -0.3], [-0.2, 0.4, -0.9], [0.6, 0.2, 0.4], [-0.3, -0.5, 0.6]]}

{"formula": "C3H4N2O2", "method": "wB97M-V/def2-TZVPD", "charge": 0, "max_force_ev_per_a": 3.1, "symbols": ["C", "C", "C", "N", "N", "O", "O", "H", "H", "H", "H"], "positions_angstrom": [[-2.047308, 0.663477, -0.207481], [-0.122602, 0.075378, 0.006342], [1.354965, 0.110912, 0.215249], [-0.811805, 1.144952, -0.307062], [-2.178996, -0.553013, 0.111161], [-0.885443, -1.036419, 0.264929], [1.905812, -0.910522, -0.583512], [-2.993399, 1.171394, -0.405354], [1.808319, 0.955825, -0.262206], [1.724516, -0.065180, 1.180614], [2.245940, -1.556807, -0.012680]], "forces_ev_per_a": [[-2.8, 1.0, -0.6], [-0.1, 0.7, 0.9], [0.0, -1.1, -2.4], [1.8, -0.8, 0.3], [-0.6, -2.5, 0.5], [1.1, 2.3, -0.3], [-0.1, -0.1, -1.5], [0.6, 0.3, 0.0], [-0.5, 1.3, 0.5], [-0.2, 0.4, 1.8], [0.7, -1.6, 0.9]]}

| no. | energy (eV) |
| --- | --- |
| 1 | -83754.9256 |
| 2 | -18758.9190 |
| 3 | -10248.9005 |